Record 1
Computed, not measured: a 2-piece molecular cluster, C2H10N2S overall in a non-equilibrium geometry, with ωB97M-V with the def2-TZVPD basis set.

```
15
Properties=species:S:1:pos:R:3:forces:R:3:mulliken_spin:R:1
C -3.99725 -2.31394 -2.08045 0.139 1.613 0.245 -0.038
S -3.83869 -1.03239 -0.78929 0.148 -0.069 -0.285 0.965
H -4.00694 -1.80940 -3.05429 0.118 0.138 0.041 0.051
H -5.00242 -2.68148 -1.89704 0.265 -0.700 0.084 -0.003
H -3.11436 -2.94884 -2.04690 -0.267 -0.446 0.169 0.039
H -2.60810 -0.44259 -0.97820 -0.376 -0.500 -0.241 -0.015
N 1.53767 1.06167 0.34645 -1.326 -0.296 0.313 0.000
C 2.43995 1.75494 1.22545 0.255 -1.229 0.554 0.000
N 3.51014 0.85002 1.75497 0.063 0.727 -0.866 0.001
H 1.31142 0.13857 0.68388 0.084 -0.048 0.060 0.000
H 1.69151 1.00466 -0.64434 0.769 0.287 0.029 0.000
H 1.92251 2.05709 2.14303 -0.521 0.638 -0.593 0.000
H 2.82501 2.60200 0.66643 0.357 0.081 0.338 0.000
H 3.10613 0.30943 2.51278 0.162 0.081 0.030 0.000
H 4.22343 1.45027 2.15752 0.128 -0.275 0.123 0.000
```
Forces are in eV/Å.

The energy is -589.5140 a.u. Its multiplicity is 2. The value obtained for the HOMO-LUMO gap (alpha / beta) is 0.255 / 0.064 hartree. As for the charge: +1.

Record 2
Computed, not measured: a 2-piece molecular cluster, C2H10N2S2 overall in a non-equilibrium geometry, with ωB97M-V with the def2-TZVPD basis set.

```
16
Properties=species:S:1:pos:R:3:forces:R:3:lowdin_charge:R:1
C 1.26182 0.10981 2.38093 -2.025 1.190 0.438 -0.557
S 2.65453 -0.42264 1.36882 -0.446 -1.082 0.045 0.355
S 2.00916 -2.42364 1.03831 0.558 1.126 -0.425 0.309
H 0.67226 -0.81153 2.64743 0.621 1.090 -0.153 0.007
H 1.61116 0.61564 3.32429 -0.252 -0.546 -0.969 0.031
H 0.51709 0.85621 1.84477 1.603 -1.487 0.864 0.051
H 1.53401 -2.14884 -0.19365 -0.142 -0.262 0.190 -0.215
N -1.39405 1.64687 -1.80825 2.962 -1.874 -1.237 -0.002
C -0.55340 0.49470 -1.36372 2.598 0.524 -1.910 -0.363
N -1.21604 -0.75840 -0.97859 0.780 0.961 1.354 -0.016
H -2.05291 2.02920 -1.21695 -1.413 0.534 1.967 0.019
H -1.85178 1.29613 -2.61452 -0.674 0.140 -0.917 0.037
H 0.20323 0.83073 -0.55529 -1.629 -0.678 -0.920 0.095
H 0.24586 0.26741 -2.28806 -2.377 0.566 2.152 0.148
H -2.01554 -1.07123 -1.49534 -0.077 0.253 -1.062 0.051
H -1.62541 -0.51042 -0.09018 -0.087 -0.455 0.583 0.050
```
Forces are in eV/Å.

The energy is -988.0326 a.u. Its multiplicity is 1. As for the SMILES: CSS.NCN. The value obtained for the HOMO-LUMO gap is 0.347 hartree.

Record 3
Computed, not measured: C2H10N3OP as an isolated structure in a non-equilibrium geometry, with ωB97M-V with the def2-TZVPD basis set.

```
17
Properties=species:S:1:pos:R:3:forces:R:3:lowdin_charge:R:1
C 1.45339 -1.14441 -0.02671 -0.181 0.242 0.108 -0.112
C 1.74597 1.24031 -0.27380 -0.217 -0.142 0.046 -0.110
N -2.62390 -1.25843 0.14241 0.194 0.047 -0.109 -0.219
N -2.94258 1.22081 0.34745 0.086 -0.121 -0.026 -0.220
N 0.82188 0.13007 -0.29206 0.306 -0.290 -1.114 -0.433
O -0.27077 0.35595 0.51628 -2.602 -0.176 -0.992 -0.373
P -2.10816 0.14294 -0.62232 2.277 0.335 1.876 0.882
H 1.96349 -1.18562 0.94695 -0.012 0.001 0.101 0.078
H 0.69248 -1.92236 -0.06195 0.047 -0.054 0.010 0.067
H 2.18136 -1.32399 -0.81605 0.089 -0.103 0.000 0.078
H 1.18594 2.15568 -0.45184 0.052 0.048 0.011 0.075
H 2.29524 1.32533 0.67241 0.030 0.074 0.154 0.077
H 2.45951 1.09603 -1.08538 0.077 0.062 0.018 0.078
H -2.38364 -2.11379 -0.33757 0.033 0.015 -0.006 0.024
H -2.36192 -1.31544 1.12202 -0.090 -0.089 -0.045 0.041
H -2.94642 0.97854 1.33121 -0.139 0.092 0.043 0.037
H -2.68447 2.18905 0.23052 0.050 0.061 -0.077 0.030
```
Forces are in eV/Å.

The energy is -663.0023 a.u. Its multiplicity is 1. The value obtained for the HOMO-LUMO gap is 0.303 hartree.

Record 4
Computed, not measured: a 2-piece molecular cluster, C2H10N4 overall in a non-equilibrium geometry, with ωB97M-V with the def2-TZVPD basis set.

```
16
Properties=species:S:1:pos:R:3:forces:R:3:lowdin_charge:R:1
N -1.26029 -1.14054 0.84141 0.164 -0.663 0.979 -0.025
C -1.75337 0.05357 1.57681 -0.448 -0.216 -0.888 -0.387
N -1.12561 1.28440 1.15686 0.234 -0.228 0.032 -0.007
H -1.83836 -1.93194 1.14292 -0.288 0.236 -0.426 0.054
H -0.38921 -1.43479 1.29516 0.159 0.412 -0.392 0.048
H -2.81204 0.14303 1.32289 -0.020 -0.019 0.088 0.101
H -1.70477 -0.10362 2.64586 0.261 0.299 0.439 0.092
H -1.27280 1.36992 0.15788 -0.122 0.095 -0.114 0.043
H -0.11565 1.19697 1.20101 0.065 0.044 0.266 0.041
N 2.24565 -0.53984 -0.96881 0.397 -0.943 -1.840 0.057
C 1.66368 0.22790 -1.97268 0.224 -0.329 2.620 -0.373
N 0.82087 1.13572 -1.67201 0.780 0.301 -1.324 0.061
H 2.51646 -1.45822 -1.29115 0.221 0.156 0.389 0.076
H 2.21002 -0.42086 0.01784 -0.647 0.466 0.288 0.071
H 2.10513 -0.06591 -2.92492 -0.419 0.342 -0.357 0.113
H 0.71028 1.68419 -2.52908 -0.562 0.048 0.241 0.037
```
Forces are in eV/Å.

The energy is -301.1954 a.u. Its multiplicity is 1. As for the SMILES: [H]/N=C/N.NCN. The value obtained for the HOMO-LUMO gap is 0.377 hartree.

Record 5
Computed, not measured: a 2-piece molecular cluster, C2H10N4 overall in a non-equilibrium geometry, with ωB97M-V with the def2-TZVPD basis set.

```
16
Properties=species:S:1:pos:R:3:forces:R:3:lowdin_charge:R:1
C -0.64855 0.92120 -1.21130 -0.494 -1.259 -0.580 -0.296
C -0.88645 -0.40512 -1.47046 -1.076 1.963 -1.139 -0.090
N 1.10751 -0.73464 0.45617 0.451 -0.143 -2.237 -0.323
N 1.63290 0.46293 0.98857 -0.245 -0.152 -0.136 -0.065
N 0.57727 -1.60405 1.46240 -0.309 0.364 -1.120 -0.031
N -1.41628 1.71405 -0.41327 0.221 -0.099 0.144 0.076
H 0.23231 1.39440 -1.62426 -0.017 0.147 -0.038 0.114
H 0.99871 0.85286 1.69225 -0.025 -0.130 -0.168 0.047
H -0.37944 -1.82835 1.18117 0.166 -0.208 0.310 0.046
H 2.48189 0.21746 1.50055 -0.156 0.192 -0.234 0.052
H 1.13434 -2.45853 1.46119 -0.347 0.075 -0.057 0.053
H -2.14345 1.25990 0.11846 0.062 0.141 -0.003 0.097
H -0.97946 2.51091 0.02134 -0.072 -0.101 0.014 0.092
H -1.83704 -0.82285 -1.15956 0.118 -0.212 0.349 0.058
H -0.48014 -0.84115 -2.37078 0.402 -0.093 0.088 0.057
H 0.60588 -0.63901 -0.63248 1.320 -0.485 4.809 0.113
```
Forces are in eV/Å.

The energy is -301.0837 a.u. Its multiplicity is 1. As for the SMILES: C=CN.NNN. The value obtained for the HOMO-LUMO gap is 0.312 hartree.

Record 6
Computed, not measured: an isolated ion of composition C2H10N4 and charge +2 in a non-equilibrium geometry, with ωB97M-V with the def2-TZVPD basis set.

```
16
Properties=species:S:1:pos:R:3:forces:R:3:lowdin_charge:R:1
C 0.59637 -0.19056 -0.57511 -2.301 -0.165 -1.642 -0.138
C -2.42298 0.51363 -0.24140 3.547 -2.691 -1.648 0.110
N 1.78185 0.28090 -0.02382 2.744 0.558 -0.113 0.055
N -0.21617 -0.67857 0.48914 0.795 -1.707 1.950 0.033
N 2.98361 -0.27664 -0.26241 -2.736 -0.699 -2.253 0.273
N -1.48783 -0.48668 0.67315 -3.180 1.981 -1.233 0.080
H -0.06409 0.49645 -1.15581 1.176 0.214 0.381 0.163
H 0.86576 -0.95781 -1.25504 -0.069 -1.155 -0.768 0.146
H -3.38284 0.28892 0.08647 -1.751 -0.701 0.227 0.067
H -2.20045 1.51021 0.05284 0.551 0.867 -0.008 0.083
H -2.19891 0.22806 -1.38639 -0.819 0.813 2.782 0.156
H 1.73831 1.21024 0.34124 0.645 0.683 0.862 0.191
H 0.25811 -1.29661 1.17022 -0.595 0.316 -0.403 0.207
H 3.13076 -0.85002 -1.15147 -0.339 0.761 1.628 0.218
H 3.75667 -0.01324 0.28520 1.221 0.726 0.877 0.152
H -1.99676 -0.91852 1.47544 1.111 0.200 -0.638 0.204
```
Forces are in eV/Å.

The energy is -300.4017 a.u. Its multiplicity is 1. As for the SMILES: C/[NH+]=[NH+]\CNN. The value obtained for the HOMO-LUMO gap (alpha / beta) is 0.380 / 0.266 hartree. As for the charge: +2.

Record 7
Computed, not measured: a 2-piece molecular cluster, C2H10N4S overall in a non-equilibrium geometry, with ωB97M-V with the def2-TZVPD basis set.

```
17
Properties=species:S:1:pos:R:3:forces:R:3:lowdin_charge:R:1
C -8.80591 -0.85527 1.30686 4.252 -1.615 1.637 0.148
C 6.75691 1.81828 -0.69878 -2.195 -0.159 -0.613 -0.020
N -8.63191 -0.63492 0.07452 -2.708 0.469 -0.689 -0.091
N 7.62428 -0.16101 0.13811 -0.712 1.486 -0.468 -0.416
N -7.60634 -0.97190 -0.64298 4.637 -2.084 0.899 0.101
N 7.88855 1.01131 -0.17762 1.289 1.367 -1.506 -0.086
S 8.57241 -1.41786 0.39482 0.685 -0.198 0.673 1.012
H -7.97697 -1.32981 2.01278 -1.863 0.827 -1.969 0.180
H -9.56843 -0.36252 1.73937 -2.801 1.196 1.470 0.072
H 5.84693 1.22650 -1.12848 1.949 0.367 1.373 0.141
H 6.39114 2.51832 0.05650 0.181 -0.193 0.051 0.097
H 7.03574 2.39212 -1.57192 0.814 0.173 0.000 0.087
H -9.42495 -0.16636 -0.42889 1.025 -0.344 0.382 0.230
H -7.62564 -1.10248 -1.65200 -0.476 0.073 0.494 0.151
H -6.84116 -1.50225 -0.03769 -2.119 1.473 -2.223 0.207
H 8.88197 1.51925 -0.30984 -2.178 -1.940 0.497 0.248
H 7.48337 -1.98142 0.92525 0.221 -0.899 -0.009 -0.063
```
Forces are in eV/Å.

The energy is -698.6766 a.u. Its multiplicity is 1. The value obtained for the HOMO-LUMO gap is 0.355 hartree. As for the charge: +2.

Record 8
Computed, not measured: a 2-piece molecular cluster, C2H10N6S overall in a non-equilibrium geometry, with ωB97M-V with the def2-TZVPD basis set.

```
19
Properties=species:S:1:pos:R:3:forces:R:3:lowdin_charge:R:1
C 3.87318 0.82762 0.77032 0.025 2.383 -3.307 0.179
C -1.07587 -0.32609 -0.13109 -0.587 1.294 0.393 -0.759
N 2.79942 0.27566 0.47195 -3.273 -2.438 -0.647 0.006
N 1.70730 -0.16121 0.16229 3.162 2.267 1.852 0.266
N -1.57059 0.40308 0.82339 0.137 -1.117 0.644 -0.029
N -0.66267 -1.54950 0.22965 0.482 -0.734 -1.321 -0.068
N -2.42643 1.48005 0.53736 0.286 2.981 0.644 0.099
N 0.24478 -2.30946 -0.53879 1.089 -0.673 -0.031 -0.019
S -0.94626 0.22702 -1.80622 1.438 -1.013 -0.359 0.874
H 4.33570 0.96267 1.70646 0.065 -0.486 1.454 0.120
H 4.26179 1.54509 -0.06390 -0.345 -1.652 1.140 0.190
H -0.65021 -1.88441 1.14835 -0.897 0.217 1.778 0.141
H -2.76231 1.52860 -0.50629 -0.097 0.279 2.589 0.184
H -2.00528 2.44738 0.85778 0.189 -1.784 -1.712 0.222
H -3.08117 1.54708 1.38431 -0.447 -1.127 -2.135 0.211
H 0.77112 -2.96912 0.15810 -1.835 0.727 -2.367 0.184
H 1.43003 -1.17672 -0.11953 1.055 0.204 -0.843 0.092
H -0.23321 -2.68191 -1.42722 1.222 -0.064 2.074 0.165
H 0.31894 -0.39647 -2.01831 -1.669 0.736 0.153 -0.056
```
Forces are in eV/Å.

The energy is -808.0767 a.u. Its multiplicity is 1. The value obtained for the HOMO-LUMO gap is 0.282 hartree. As for the charge: +2.